{"formula": "C51H34As2ClF5INO2SSe3TeTi", "method": "the ωB97M-V functional and the def2-TZVPD basis", "elements": ["Ti", "Cl", "C", "C", "C", "I", "C", "O", "C", "N", "C", "C", "C", "C", "H", "H", "H", "H", "Se", "Se", "Te", "Se", "C", "C", "C", "C", "C", "C", "As", "C", "C", "C", "C", "C", "C", "C", "C", "C", "C", "C", "C", "H", "H", "H", "H", "H", "H", "H", "H", "H", "H", "H", "H", "H", "H", "H", "O", "As", "C", "C", "C", "C", "C", "C", "C", "C", "C", "C", "C", "C", "C", "C", "C", "C", "C", "C", "H", "H", "H", "H", "H", "H", "H", "H", "H", "H", "H", "H", "H", "H", "H", "F", "C", "C", "F", "C", "F", "C", "S", "C", "F", "C", "F"], "coordinates": [[-0.695, 1.434, -0.788], [-1.861, 0.250, -7.415], [-1.796, 0.168, -5.677], [-2.206, -0.980, -5.050], [-2.191, -1.071, -3.654], [-2.744, -2.875, -2.733], [-1.790, -0.004, -2.860], [-1.831, 0.062, -1.561], [-1.289, 1.146, -3.536], [-0.816, 2.116, -2.708], [-0.389, 3.249, -3.252], [-0.397, 3.463, -4.627], [-0.848, 2.487, -5.484], [-1.313, 1.273, -4.943], [-2.550, -1.822, -5.634], [-0.035, 4.004, -2.563], [-0.039, 4.408, -5.011], [-0.869, 2.634, -6.555], [1.463, 2.775, -0.567], [1.248, 5.004, 0.041], [-0.798, 4.707, 1.516], [-2.095, 3.462, -0.245], [-6.780, 0.120, -0.614], [-6.053, -1.060, -0.597], [-4.778, -1.086, -0.049], [-4.207, 0.058, 0.502], [-4.946, 1.241, 0.465], [-6.220, 1.271, -0.081], [-2.327, 0.161, 1.107], [-2.652, 0.718, 2.961], [-2.535, -0.127, 4.060], [-2.748, 0.351, 5.346], [-3.047, 1.688, 5.557], [-3.128, 2.548, 4.472], [-2.934, 2.063, 3.186], [-1.981, -1.756, 1.315], [-0.856, -2.317, 0.725], [-0.615, -3.682, 0.788], [-1.507, -4.513, 1.449], [-2.635, -3.969, 2.047], [-2.870, -2.604, 1.975], [-7.774, 0.141, -1.045], [-6.470, -1.966, -1.021], [-4.226, -2.013, -0.060], [-4.519, 2.154, 0.862], [-6.775, 2.202, -0.099], [-2.254, -1.161, 3.921], [-2.669, -0.327, 6.188], [-3.210, 2.059, 6.562], [-3.318, 3.604, 4.622], [-2.990, 2.751, 2.351], [-0.153, -1.678, 0.212], [0.267, -4.098, 0.313], [-1.326, -5.580, 1.496], [-3.339, -4.613, 2.560], [-3.763, -2.190, 2.429], [0.688, 0.176, -1.261], [2.303, -0.215, -1.116], [2.350, -1.964, -1.930], [1.145, -2.538, -2.317], [1.128, -3.767, -2.962], [2.327, -4.412, -3.230], [3.533, -3.832, -2.857], [3.551, -2.610, -2.206], [3.395, 0.834, -2.310], [4.703, 1.178, -1.999], [5.420, 1.985, -2.871], [4.834, 2.430, -4.047], [3.532, 2.066, -4.364], [2.811, 1.266, -3.495], [3.239, -0.411, 0.570], [3.307, -1.693, 1.103], [4.013, -1.914, 2.276], [4.660, -0.860, 2.901], [4.584, 0.421, 2.368], [3.875, 0.653, 1.201], [0.220, -2.012, -2.108], [0.183, -4.207, -3.251], [2.328, -5.369, -3.736], [4.464, -4.339, -3.079], [4.490, -2.155, -1.908], [5.148, 0.841, -1.072], [6.431, 2.276, -2.618], [5.395, 3.069, -4.717], [3.073, 2.417, -5.280], [1.783, 0.997, -3.714], [2.787, -2.507, 0.614], [4.051, -2.908, 2.703], [5.221, -1.030, 3.812], [5.068, 1.250, 2.869], [3.771, 1.658, 0.813], [2.666, 1.167, 7.262], [2.136, 1.057, 6.033], [2.393, 2.018, 5.070], [3.168, 3.070, 5.380], [1.865, 1.884, 3.802], [2.131, 2.835, 2.913], [1.091, 0.778, 3.421], [0.501, 0.562, 1.819], [0.854, -0.172, 4.424], [0.143, -1.269, 4.146], [1.344, -0.028, 5.706], [1.071, -0.951, 6.644]], "atomic_forces_ev_per_a": [[-0.425, 1.094, 3.254], [0.012, 0.030, -0.086], [-0.134, -0.353, -0.010], [0.125, 0.262, -0.250], [-0.041, -0.171, 0.557], [0.014, 0.288, -0.124], [-0.214, -0.353, -0.137], [-0.711, -0.877, -1.098], [-0.097, 0.175, -0.474], [-0.090, 0.433, -1.913], [-0.139, -0.239, 0.564], [-0.090, -0.102, -0.611], [0.076, 0.188, 0.220], [0.053, -0.067, 0.268], [0.015, 0.018, -0.044], [0.019, -0.015, 0.015], [-0.012, 0.013, 0.027], [0.052, 0.029, -0.005], [0.851, 0.766, -0.228], [-0.299, 0.104, 0.160], [0.153, -0.091, -0.173], [-0.348, 0.812, 0.135], [-0.023, -0.041, -0.022], [-0.017, 0.024, -0.001], [0.032, 0.010, 0.032], [-0.025, 0.071, -0.176], [0.033, 0.012, 0.150], [-0.045, 0.029, -0.002], [-0.351, -0.395, 0.548], [0.150, 0.162, -0.078], [-0.062, -0.067, -0.131], [-0.006, -0.002, 0.045], [-0.020, 0.026, 0.001], [0.042, -0.033, 0.027], [-0.086, 0.048, -0.023], [-0.192, -0.138, -0.004], [0.059, 0.038, -0.051], [-0.034, 0.000, 0.018], [0.018, -0.031, 0.001], [-0.035, -0.076, -0.001], [0.014, 0.153, -0.030], [0.002, 0.014, 0.002], [0.001, 0.004, -0.003], [0.043, -0.046, -0.027], [-0.029, -0.008, -0.057], [0.016, 0.007, 0.014], [-0.033, 0.019, 0.029], [0.042, -0.005, -0.006], [0.033, 0.005, 0.002], [-0.049, -0.007, -0.004], [0.010, -0.050, -0.011], [0.009, 0.066, -0.024], [0.001, 0.018, -0.016], [0.001, 0.004, 0.016], [0.001, 0.022, 0.017], [-0.023, -0.030, 0.005], [1.240, -1.024, -0.468], [0.937, -0.378, -0.036], [-0.160, -0.058, -0.038], [-0.117, 0.137, 0.114], [0.145, -0.046, -0.024], [-0.050, 0.000, -0.011], [0.131, -0.051, -0.017], [-0.067, 0.120, 0.110], [-0.123, 0.044, 0.076], [-0.129, -0.084, 0.004], [0.031, -0.018, -0.001], [0.063, 0.050, -0.018], [-0.008, -0.046, -0.002], [-0.101, -0.070, 0.059], [-0.047, -0.110, -0.170], [-0.086, 0.037, -0.110], [0.011, 0.006, 0.013], [0.015, 0.011, 0.032], [0.037, -0.010, -0.020], [-0.083, 0.077, -0.029], [-0.010, -0.043, -0.015], [-0.003, 0.016, 0.007], [-0.016, 0.004, -0.001], [0.003, 0.012, 0.019], [0.034, -0.044, -0.040], [0.054, 0.031, 0.001], [0.006, -0.002, -0.035], [-0.011, -0.002, 0.000], [-0.002, 0.000, 0.002], [-0.006, 0.037, -0.032], [0.040, -0.044, 0.058], [-0.010, -0.001, -0.007], [-0.042, -0.001, 0.016], [-0.015, 0.000, 0.006], [-0.044, 0.024, -0.015], [-0.036, 0.040, 0.081], [0.023, -0.002, -0.073], [-0.031, -0.064, 0.056], [0.027, 0.049, 0.013], [-0.242, -0.412, 0.063], [0.163, 0.250, -0.179], [0.056, 0.168, 0.257], [-0.056, -0.377, 0.053], [0.096, 0.335, -0.129], [0.063, -0.174, 0.071], [0.030, -0.077, 0.042], [0.041, -0.051, 0.031]], "lowdin_spin": [0.862, 0.003, 0.016, -0.006, 0.017, 0.003, -0.004, -0.008, 0.005, -0.012, 0.044, -0.003, 0.042, -0.001, -0.001, 0.003, -0.001, 0.003, -0.012, 0.000, 0.023, -0.006, 0.000, 0.000, 0.000, 0.000, 0.000, 0.000, -0.001, -0.001, 0.000, 0.000, 0.000, 0.000, 0.000, 0.000, 0.000, 0.000, 0.000, 0.000, 0.000, 0.000, 0.000, 0.000, 0.000, 0.000, 0.000, 0.000, 0.000, 0.000, 0.000, 0.000, 0.000, 0.000, 0.000, 0.000, 0.025, 0.006, 0.000, 0.000, 0.000, 0.000, 0.000, 0.000, 0.000, 0.000, 0.000, 0.000, 0.000, 0.000, 0.003, 0.001, 0.000, 0.000, 0.000, 0.000, 0.000, 0.000, 0.000, 0.000, 0.000, 0.000, 0.000, 0.000, 0.000, 0.000, 0.000, 0.000, 0.000, 0.000, 0.000, 0.000, 0.000, 0.000, 0.000, 0.000, 0.000, 0.000, 0.000, 0.000, 0.000, 0.000, 0.000], "spin_multiplicity": 2, "mol_weight_g_mol": 1544.4, "homo_lumo_gap_ev": [5.83, 5.70], "s_squared": 0.76, "charge": -1}


{"formula": "C51H39As2CsF15GeN3O8SSb", "method": "the ωB97M-V functional and the def2-TZVPD basis", "elements": ["Cs", "C", "C", "C", "C", "C", "C", "N", "Sb", "C", "C", "C", "C", "C", "C", "N", "C", "C", "C", "C", "C", "C", "N", "H", "H", "H", "H", "H", "H", "H", "H", "H", "H", "H", "H", "H", "H", "H", "H", "H", "H", "F", "C", "C", "C", "F", "C", "F", "C", "F", "C", "F", "Ge", "S", "C", "C", "F", "C", "F", "C", "F", "C", "F", "C", "F", "C", "C", "F", "C", "F", "C", "F", "C", "F", "C", "F", "C", "O", "C", "O", "C", "C", "As", "C", "C", "C", "As", "C", "C", "O", "O", "C", "C", "O", "O", "C", "C", "O", "O", "C", "H", "H", "H", "H", "H", "H", "H", "H", "H", "H", "H", "H", "H", "H", "H", "H", "H", "H", "C", "H", "H", "H"], "coordinates": [[-1.056, -0.431, 0.097], [2.084, -0.513, -2.604], [2.358, 0.954, -2.469], [2.503, 1.777, -3.588], [2.798, 3.112, -3.407], [2.952, 3.596, -2.113], [2.758, 2.722, -1.051], [2.455, 1.436, -1.229], [3.031, 3.519, 0.937], [3.309, 1.721, 2.074], [4.199, 1.761, 3.139], [4.375, 0.610, 3.901], [3.691, -0.534, 3.551], [2.839, -0.496, 2.445], [2.126, -1.717, 1.947], [2.633, 0.619, 1.746], [0.959, 3.850, 1.429], [0.447, 5.128, 1.239], [-0.872, 5.383, 1.587], [-1.625, 4.357, 2.121], [-1.038, 3.102, 2.284], [-1.828, 1.946, 2.820], [0.226, 2.856, 1.941], [2.745, -0.967, -3.346], [1.057, -0.713, -2.913], [2.234, -1.008, -1.648], [2.393, 1.358, -4.580], [2.921, 3.769, -4.260], [3.212, 4.633, -1.935], [4.736, 2.671, 3.377], [5.047, 0.611, 4.751], [3.807, -1.454, 4.108], [2.831, -2.423, 1.503], [1.433, -1.402, 1.173], [1.589, -2.244, 2.737], [1.072, 5.911, 0.827], [-1.303, 6.366, 1.445], [-2.658, 4.508, 2.408], [-2.369, 2.213, 3.729], [-1.162, 1.112, 3.034], [-2.569, 1.632, 2.081], [0.347, -3.674, -6.171], [0.454, -4.811, -5.461], [-0.222, -4.982, -4.267], [0.021, -6.178, -3.607], [-0.530, -6.411, -2.414], [0.841, -7.168, -4.116], [1.036, -8.310, -3.451], [1.477, -6.965, -5.327], [2.274, -7.907, -5.835], [1.288, -5.776, -6.002], [1.915, -5.568, -7.167], [-1.237, -3.575, -3.302], [-0.078, -2.962, -1.654], [-1.693, -2.187, -4.670], [-1.415, -0.839, -4.561], [-0.825, -0.341, -3.464], [-1.729, 0.080, -5.550], [-1.440, 1.378, -5.398], [-2.359, -0.352, -6.702], [-2.675, 0.517, -7.663], [-2.670, -1.692, -6.846], [-3.274, -2.115, -7.960], [-2.334, -2.569, -5.832], [-2.628, -3.865, -6.037], [-3.098, -4.158, -2.989], [-3.987, -3.214, -2.507], [-3.571, -1.952, -2.278], [-5.324, -3.481, -2.276], [-6.178, -2.526, -1.891], [-5.796, -4.762, -2.491], [-7.081, -5.049, -2.267], [-4.940, -5.736, -2.969], [-5.402, -6.974, -3.192], [-3.621, -5.414, -3.226], [-2.867, -6.402, -3.732], [-2.125, -1.666, 5.192], [-1.023, -2.563, 5.429], [-0.742, -3.500, 4.504], [0.341, -4.031, 4.495], [-1.807, -3.778, 3.498], [-2.936, -4.372, 3.868], [-4.587, -4.564, 2.763], [-5.100, -6.355, 3.394], [-3.630, -4.747, 1.099], [-2.962, -3.499, 0.897], [-1.180, -3.336, 1.633], [-0.388, -5.099, 1.329], [-3.644, -2.259, 0.944], [-3.126, -1.144, 1.205], [-4.956, -2.312, 0.600], [-5.669, -1.087, 0.672], [-3.144, -5.947, 0.463], [-2.474, -5.981, -0.551], [-3.534, -7.098, 1.091], [-3.184, -8.303, 0.416], [-3.187, -4.792, 5.283], [-4.032, -4.284, 5.976], [-2.468, -5.812, 5.790], [-1.605, -6.637, 4.998], [-3.063, -2.107, 5.530], [-2.202, -1.411, 4.135], [-1.895, -0.773, 5.768], [-5.715, -6.221, 4.282], [-4.249, -6.997, 3.612], [-5.683, -6.820, 2.603], [-0.998, -5.896, 1.754], [0.589, -5.090, 1.809], [-0.300, -5.227, 0.251], [-6.711, -1.343, 0.497], [-5.328, -0.394, -0.100], [-5.550, -0.618, 1.648], [-3.904, -9.053, 0.740], [-2.177, -8.615, 0.696], [-3.219, -8.176, -0.664], [-0.734, -6.845, 5.613], [-1.289, -6.153, 4.080], [-2.133, -7.563, 4.768], [-1.129, 2.885, -1.452], [-0.343, 2.518, -2.096], [-0.875, 3.431, -0.559], [-2.156, 2.814, -1.773]], "atomic_forces_ev_per_a": [[1.744, 1.551, -1.206], [0.069, 0.076, -0.041], [-0.035, -0.120, -0.013], [-0.011, -0.017, 0.001], [-0.006, 0.041, 0.009], [-0.055, 0.043, -0.010], [-0.099, -0.044, -0.024], [0.091, 0.096, 0.057], [0.104, -0.033, 0.020], [-0.080, -0.067, 0.016], [0.004, -0.006, 0.049], [0.037, 0.051, 0.021], [-0.025, -0.025, -0.065], [-0.019, -0.009, -0.086], [0.033, -0.007, 0.091], [0.068, 0.065, 0.032], [-0.064, -0.002, -0.009], [0.021, 0.026, -0.010], [0.001, 0.011, -0.017], [-0.011, -0.028, 0.004], [-0.024, -0.055, 0.007], [-0.056, 0.004, 0.000], [0.070, 0.073, -0.025], [-0.004, -0.005, -0.002], [0.345, 0.037, 0.097], [0.027, 0.002, -0.008], [-0.003, -0.002, -0.002], [0.003, 0.007, 0.003], [0.019, -0.003, 0.002], [0.006, 0.004, -0.015], [-0.002, 0.007, 0.001], [-0.001, 0.005, 0.007], [0.002, 0.008, 0.000], [0.023, -0.174, -0.014], [0.021, 0.032, 0.013], [0.001, 0.002, 0.013], [0.008, 0.004, 0.000], [0.001, 0.010, 0.004], [0.003, 0.008, -0.009], [-0.023, -0.009, 0.009], [-0.056, -0.108, 0.061], [-0.072, 0.079, 0.030], [0.014, -0.068, -0.096], [0.053, -0.056, 0.003], [-0.002, -0.073, 0.142], [0.048, 0.063, -0.136], [-0.013, 0.074, -0.036], [0.009, -0.033, 0.012], [-0.017, -0.012, 0.023], [0.024, -0.022, -0.014], [-0.019, 0.000, 0.026], [0.002, 0.012, -0.020], [0.091, 0.047, 0.125], [0.068, -0.332, -0.098], [0.161, 0.073, -0.123], [-0.080, 0.049, -0.019], [-0.265, 0.160, -0.008], [-0.032, -0.044, 0.009], [0.009, 0.009, 0.010], [-0.002, -0.005, 0.042], [0.003, 0.027, -0.019], [0.004, 0.032, 0.019], [-0.010, -0.017, 0.000], [-0.004, -0.091, -0.151], [-0.001, -0.011, 0.035], [-0.117, -0.125, 0.078], [-0.120, 0.002, 0.022], [0.057, 0.035, 0.035], [-0.028, 0.001, -0.003], [0.054, -0.012, -0.047], [-0.052, -0.007, 0.004], [0.042, 0.011, -0.003], [-0.019, 0.030, 0.019], [0.016, 0.040, 0.010], [-0.033, -0.159, 0.005], [0.043, 0.091, -0.011], [-0.001, -0.018, 0.063], [0.123, 0.154, -0.011], [-0.113, 0.068, -0.149], [0.012, -0.055, 0.098], [0.266, -0.190, 0.009], [-0.200, -0.022, -0.023], [-0.056, -0.030, -0.007], [0.047, -0.054, -0.041], [0.053, 0.015, 0.114], [-0.055, 0.014, 0.164], [-0.171, -0.522, 0.144], [0.000, 0.020, -0.023], [-0.118, 0.248, 0.054], [-1.670, -0.823, 0.822], [0.062, -0.084, -0.020], [-0.017, 0.003, -0.017], [-0.041, 0.136, 0.057], [-0.126, -0.045, -0.073], [-0.082, -0.060, -0.107], [0.010, -0.015, 0.077], [0.057, -0.054, -0.145], [-0.043, 0.087, 0.022], [-0.020, 0.016, 0.061], [-0.061, 0.002, -0.002], [0.046, 0.036, -0.009], [-0.008, 0.034, 0.004], [-0.015, -0.016, 0.031], [-0.005, -0.033, 0.023], [-0.021, 0.021, -0.027], [-0.062, -0.019, 0.041], [0.055, 0.049, -0.021], [0.039, -0.035, 0.017], [0.071, 0.010, 0.106], [0.016, 0.006, 0.003], [0.007, 0.004, 0.010], [0.004, -0.014, 0.023], [0.016, -0.007, 0.009], [0.024, 0.017, -0.032], [-0.031, 0.013, -0.001], [0.016, -0.023, -0.015], [0.016, 0.003, 0.005], [0.024, -0.011, 0.001], [0.033, 0.035, -0.127], [0.018, -0.050, 0.010], [-0.014, -0.005, 0.045], [-0.024, -0.025, 0.014]], "mulliken_charge": [1.540, -0.458, 0.431, -0.568, -0.626, -0.822, 0.201, 0.145, 0.789, 0.075, -0.856, -0.473, -0.810, 0.286, -0.399, 0.232, 0.151, -0.620, -0.632, -0.598, 0.672, -1.075, -0.020, 0.453, -0.345, 0.172, 0.469, 0.406, 0.387, 0.382, 0.397, 0.500, 0.291, -0.096, 0.081, 0.369, 0.386, 0.427, 0.462, 0.176, 0.086, -0.325, 0.366, -0.389, 0.253, -0.011, -0.358, -0.312, 0.770, -0.327, -0.062, -0.315, 1.300, -0.664, -0.591, -0.344, 0.045, -0.014, -0.320, 0.702, -0.328, 0.171, -0.323, 0.894, -0.389, 0.187, 0.103, -0.593, 0.267, -0.456, 0.749, -0.382, 0.344, -0.398, 0.369, -0.398, -0.319, -0.427, -0.101, -0.624, -0.405, 1.031, 0.345, -1.159, 0.661, 1.172, -0.067, -1.076, -0.445, -1.113, 0.124, -0.913, -0.503, 0.260, -0.235, -0.843, -0.381, -0.642, -0.397, -0.176, 0.228, 0.009, 0.351, 0.416, 0.157, 0.415, 0.105, 0.529, 0.059, 0.257, 0.227, 0.297, 0.274, 0.289, 0.202, 0.266, -0.034, 0.272, -1.249, 0.458, 0.502, 0.417], "mol_weight_g_mol": 1616.0, "homo_lumo_gap_ev": [6.78, 5.73], "charge": -1}